Formula: C2HBrN2O
Source: the OMol25 dataset
Level of theory: wB97M-V/def2-TZVPD

Orbital gap = 9.32 eV
SMILES = [O-][N+]#CBr.C#N
Energy above the lowest of the compared OMol25 structures with the same formula, charge and spin = 80.27 kcal/mol
Spin multiplicity = 1

Last column: Mulliken charge in e.
Atoms and positions in Å:
O 1.928 0.366 0.244  -0.59
N 1.305 -0.647 0.405  0.44
C 0.319 -1.324 0.339  0.16
Br -0.116 -3.001 0.520  0.00
C -1.106 1.559 -0.444  0.10
N -1.394 0.534 -0.067  -0.37
H -0.936 2.514 -0.997  0.26



Formula: C10H19O4P
Source: the OMol25 dataset
Level of theory: wB97M-V/def2-TZVPD

Orbital gap = 8.94 eV
SMILES = CCOC(=O)OC.C#CPOCCCC
Energy above the lowest of the compared OMol25 structures with the same formula, charge and spin = 106.74 kcal/mol
Spin multiplicity = 1

Last column: Mulliken charge in e.
Atoms and positions in Å:
C 0.774 -5.228 -2.700  -1.09
C 0.043 -4.742 -1.463  -0.18
O 0.130 -3.316 -1.348  -0.34
C -0.720 -2.618 -2.122  0.74
O -1.540 -3.083 -2.880  -0.55
O -0.486 -1.307 -1.922  -0.28
C -1.273 -0.447 -2.744  -0.67
H 1.802 -4.856 -2.711  0.29
H 0.791 -6.320 -2.736  0.35
H 0.294 -4.861 -3.611  0.30
H 0.518 -5.160 -0.572  0.29
H -1.001 -5.070 -1.456  0.31
H -2.337 -0.680 -2.658  0.32
H -0.945 -0.524 -3.784  0.33
H -1.117 0.578 -2.406  0.17
C 3.637 1.903 1.451  0.06
C 3.114 2.976 0.867  -0.43
P 1.733 4.240 0.419  0.10
O 0.979 4.828 1.864  -0.34
C -0.289 4.090 2.138  -0.47
C 0.131 2.770 2.953  -0.09
C -0.793 1.469 2.735  -0.45
C -1.366 1.251 1.243  -0.50
H 4.018 0.920 1.930  0.32
H 0.753 3.526 -0.392  0.04
H -0.905 4.785 2.815  0.27
H -0.766 3.916 1.111  0.27
H 0.051 3.045 4.085  0.23
H 1.229 2.441 2.805  -0.01
H -1.672 1.381 3.483  0.32
H -0.115 0.545 2.959  0.26
H -2.493 1.545 1.274  0.26
H -1.333 0.137 0.950  0.23
H -0.845 1.865 0.425  -0.05



Formula: C20H23ClN2OPV
Source: the OMol25 dataset
Level of theory: wB97M-V/def2-TZVPD

⟨S²⟩ = 2.048
Orbital gap (spin up / spin down) = 5.87 / 6.78 eV
Energy above the lowest of the compared OMol25 structures with the same formula, charge and spin = 3.08 kcal/mol
Spin multiplicity = 3
Charge = +2

Last column: Mulliken spin population.
Atoms and positions in Å:
V -1.763 0.407 1.524  2.22
Cl -1.900 -0.644 3.463  -0.04
P 0.206 -0.314 0.539  -0.21
C 0.972 1.034 -0.430  -0.02
C 1.380 0.883 -1.761  0.00
C 2.074 1.913 -2.402  0.00
C 2.280 3.131 -1.749  -0.01
C 1.764 3.327 -0.467  0.01
C 1.106 2.289 0.190  0.02
C 1.462 -0.847 1.758  0.00
C 1.099 -1.839 2.681  0.00
C 1.949 -2.141 3.743  0.00
C 3.225 -1.568 3.809  -0.01
C 3.626 -0.648 2.837  0.00
C 2.742 -0.282 1.817  -0.01
C 0.111 -1.742 -0.584  0.00
C -1.131 -2.332 -0.867  0.04
C -1.178 -3.474 -1.672  0.01
C -0.001 -4.036 -2.172  0.00
C 1.234 -3.435 -1.910  0.00
C 1.289 -2.293 -1.107  -0.01
H 0.137 -2.342 2.594  0.00
H 1.615 -2.829 4.521  0.00
H 3.918 -1.838 4.610  0.00
H 4.622 -0.202 2.881  0.00
H 3.046 0.449 1.072  0.00
H 1.184 -0.048 -2.292  0.00
H 2.448 1.758 -3.413  0.00
H 2.834 3.923 -2.255  0.00
H 1.883 4.293 0.023  0.00
H 0.707 2.444 1.192  0.00
H -2.048 -1.900 -0.460  -0.03
H -2.142 -3.932 -1.903  0.00
H -0.026 -4.949 -2.770  0.00
H 2.154 -3.846 -2.323  0.00
H 2.249 -1.821 -0.894  0.00
H -0.041 1.260 -5.469  0.00
H -0.335 0.572 -5.526  0.00
C -3.967 0.328 0.536  0.06
N -4.437 1.706 0.279  0.00
C -3.493 2.673 0.381  0.00
N -3.788 3.923 -0.080  0.00
O -2.362 2.421 0.879  -0.01
H -3.075 0.103 -0.119  0.00
H -4.762 -0.379 0.276  0.00
H -3.775 0.182 1.635  -0.02
H -5.304 1.874 -0.228  0.00
H -3.075 4.630 0.011  0.00
H -4.714 4.161 -0.395  0.00



Formula: C47H68F3N4OS2
Source: the OMol25 dataset
Level of theory: wB97M-V/def2-TZVPD

Orbital gap = 7.91 eV
Spin multiplicity = 1
Charge = +1

Last column: Mulliken charge in e.
Atoms and positions in Å:
C 7.620 -4.081 0.229  -1.15
C 6.447 -5.038 0.364  -0.31
N 5.099 -4.424 0.397  0.10
C 4.212 -5.029 1.398  -0.67
C 4.686 -5.047 2.866  -0.97
C 5.002 -3.037 0.252  -0.20
S 4.874 -2.333 -1.210  -0.10
S 5.031 -2.117 1.766  -0.07
C 4.430 -0.485 1.319  -1.14
C 2.909 -0.401 1.439  -0.31
C 2.358 1.036 1.413  -1.17
C 1.775 1.737 0.166  3.86
C 2.655 1.640 -1.077  -0.46
C 3.180 2.772 -1.710  -1.33
C 3.987 2.620 -2.823  -0.83
C 4.243 1.346 -3.282  -0.96
N 3.743 0.257 -2.711  -0.52
C 2.980 0.412 -1.637  -0.33
C 1.592 3.215 0.573  -2.19
C 0.687 3.443 1.788  -1.59
C -0.580 2.562 1.900  0.51
C -1.886 3.352 1.675  -1.44
C -3.115 2.605 2.242  -0.58
C -3.982 1.885 1.199  0.68
C -5.391 1.545 1.711  -1.02
C -5.453 0.117 2.273  -0.83
C -5.474 -0.945 1.165  -0.49
C -4.891 -2.308 1.596  -0.64
C -5.907 -3.452 1.586  -0.93
C -6.406 -3.820 0.188  -0.48
O -5.636 -4.884 -0.347  -0.40
C -4.929 -4.623 -1.540  -0.62
C -0.562 1.281 1.052  0.22
N 0.299 1.354 -0.170  0.22
C -0.014 0.205 -1.089  -0.80
N 0.332 -1.081 -0.536  -0.08
H 7.711 -3.401 1.078  0.29
H 8.533 -4.679 0.190  0.41
H 7.569 -3.512 -0.700  0.30
H 6.576 -5.652 1.258  0.33
H 6.476 -5.722 -0.492  0.27
H 4.054 -6.060 1.070  0.40
H 3.249 -4.522 1.312  0.38
H 4.961 -6.058 3.174  0.36
H 5.564 -4.419 3.028  0.38
H 3.890 -4.721 3.536  0.22
H 4.893 0.185 2.051  0.50
H 4.793 -0.196 0.332  0.38
H 2.451 -1.082 0.722  0.09
H 2.666 -0.798 2.429  0.04
H 1.648 1.136 2.234  0.43
H 3.191 1.691 1.691  0.88
H 2.981 3.777 -1.367  0.43
H 4.410 3.476 -3.333  0.49
H 4.885 1.203 -4.145  0.65
H 2.590 -0.507 -1.209  0.64
H 1.189 3.771 -0.282  0.71
H 2.573 3.645 0.778  0.60
H 1.284 3.315 2.693  0.36
H 0.383 4.491 1.790  0.65
H -0.622 2.210 2.934  0.16
H -1.759 4.296 2.207  0.48
H -2.038 3.560 0.608  0.39
H -2.738 1.872 2.959  -0.06
H -3.739 3.318 2.786  0.63
H -4.015 2.461 0.270  -0.21
H -3.509 0.924 0.959  -0.13
H -6.091 1.605 0.872  0.27
H -5.690 2.261 2.481  0.52
H -6.358 0.012 2.877  0.48
H -4.587 -0.046 2.924  0.13
H -4.938 -0.581 0.282  0.34
H -6.512 -1.097 0.852  0.60
H -4.063 -2.592 0.935  0.22
H -4.467 -2.228 2.601  0.30
H -6.755 -3.187 2.227  0.37
H -5.449 -4.353 2.000  0.41
H -7.451 -4.140 0.238  0.32
H -6.376 -2.955 -0.485  0.38
H -4.784 -3.548 -1.693  0.26
H -3.947 -5.096 -1.472  0.24
H -5.454 -5.044 -2.404  0.27
H -0.237 0.432 1.647  -0.71
H -1.568 1.047 0.707  0.24
H -0.033 2.167 -0.696  0.66
H 0.502 0.398 -2.031  0.47
H -1.087 0.294 -1.291  0.42
H -0.367 -1.772 -0.780  0.42
H 0.392 -1.073 0.472  -0.14
F 3.285 2.369 -8.852  -0.31
C 3.421 1.102 -8.409  0.51
C 3.625 0.092 -9.326  -0.59
C 3.764 -1.207 -8.857  -0.21
C 3.695 -1.477 -7.497  -0.80
C 3.487 -0.440 -6.598  0.06
C 3.350 0.865 -7.052  -0.61
H 3.673 0.325 -10.381  0.42
H 3.930 -2.012 -9.561  0.37
H 3.804 -2.491 -7.138  0.40
H 3.428 -0.644 -5.536  0.32
H 3.189 1.692 -6.372  0.45
F -1.855 -0.087 3.826  0.06
C -0.911 -0.534 4.695  0.26
C -1.095 -0.334 6.046  -0.61
C -0.112 -0.791 6.913  -0.43
C 1.021 -1.428 6.424  -0.70
C 1.177 -1.615 5.058  -0.75
C 0.201 -1.167 4.178  -0.01
H -1.984 0.167 6.403  0.45
H -0.236 -0.650 7.977  0.39
H 1.780 -1.782 7.108  0.41
H 2.057 -2.117 4.673  0.47
H 0.291 -1.319 3.110  0.50
F -4.735 3.073 -2.186  -0.34
C -4.940 4.410 -2.099  0.54
C -5.883 4.874 -1.205  -0.26
C -6.082 6.245 -1.114  -0.44
C -5.349 7.116 -1.908  -0.58
C -4.409 6.617 -2.799  -0.30
C -4.194 5.249 -2.900  -0.60
H -6.447 4.175 -0.603  0.41
H -6.816 6.631 -0.420  0.38
H -5.513 8.182 -1.836  0.39
H -3.843 7.293 -3.425  0.38
H -3.470 4.836 -3.590  0.44



Formula: C39H44BBrCl2N4O11S
Source: the OMol25 dataset
Level of theory: wB97M-V/def2-TZVPD

Orbital gap = 5.65 eV
SMILES = CC(=O)N(C)c1c(Br)c(N=C(C)C)c(O)c2c1N(CC(C)C)c1c(cc(B(O)N(C)C)cc1[C@@H](Cl)[C@@H](C)Cl)S2.O=C1C=C(O)C(=O)C=C1O.O=C1C=C(O)C(=O)C=C1O
Energy above the lowest of the compared OMol25 structures with the same formula, charge and spin = 14.18 kcal/mol
Spin multiplicity = 1

Last column: Mulliken charge in e.
Atoms and positions in Å:
C 2.679 3.276 3.877  -1.39
C 3.170 2.144 2.992  0.90
O 4.012 2.370 2.126  -0.62
N 2.655 0.868 3.171  1.24
C 1.951 0.611 4.426  -1.72
C 3.378 -0.191 2.513  -0.19
C 4.522 -0.555 3.229  0.26
Br 5.052 0.313 4.862  -0.12
C 5.412 -1.522 2.844  0.23
N 6.553 -1.898 3.579  -0.65
C 7.671 -1.532 3.087  0.91
C 8.857 -2.443 3.343  -1.28
C 7.909 -0.264 2.288  -1.21
C 5.134 -2.110 1.625  0.07
O 6.025 -3.065 1.165  -0.65
C 4.045 -1.727 0.897  1.32
C 3.078 -0.792 1.254  -1.24
N 1.966 -0.427 0.412  -0.10
C 0.947 0.376 1.062  -2.10
C 0.147 -0.362 2.144  2.37
C -0.820 0.682 2.777  -2.17
C -0.759 -1.534 1.680  -1.51
C 1.567 -1.297 -0.650  -0.74
C 2.368 -2.307 -1.162  1.81
C 2.026 -3.207 -2.135  -1.69
C 0.794 -3.159 -2.746  -0.89
B 0.374 -4.213 -3.836  0.67
O 1.153 -4.284 -4.982  -0.64
N -0.748 -5.123 -3.693  -0.20
C -0.439 -6.478 -4.183  -1.03
C -1.132 -5.272 -2.260  -0.73
C -0.010 -2.119 -2.345  -0.52
C 0.326 -1.208 -1.373  0.88
C -0.727 -0.124 -1.224  0.63
Cl 0.025 1.405 -1.940  -0.07
C -2.063 -0.235 -2.010  0.55
C -2.012 0.016 -3.540  -1.00
Cl -3.075 -1.646 -1.559  -0.24
S 4.043 -2.561 -0.658  -0.46
H 3.092 3.217 4.887  0.27
H 2.953 4.240 3.453  0.38
H 1.582 3.252 3.909  0.31
H 1.029 1.199 4.442  0.42
H 2.482 0.924 5.331  0.37
H 1.694 -0.436 4.572  0.43
H 8.834 -2.745 4.394  0.34
H 8.682 -3.364 2.779  0.28
H 9.809 -1.996 3.055  0.37
H 7.855 -0.501 1.218  0.24
H 7.242 0.548 2.578  0.31
H 8.940 0.048 2.478  0.44
H 6.514 -2.640 0.446  0.39
H 0.269 0.961 0.458  0.37
H 1.477 1.246 1.452  0.16
H 0.771 -0.837 2.898  0.57
H -1.707 0.733 2.137  0.45
H -1.170 0.278 3.733  0.37
H -0.336 1.650 2.912  0.40
H -1.714 -1.217 1.251  0.21
H -1.052 -2.062 2.599  0.51
H -0.267 -2.289 1.064  0.29
H 2.700 -3.990 -2.473  0.39
H 0.588 -4.524 -5.725  0.30
H -1.365 -7.063 -4.203  0.35
H 0.293 -6.984 -3.537  0.32
H -0.046 -6.495 -5.201  0.34
H -0.240 -5.514 -1.670  0.32
H -1.833 -6.108 -2.175  0.40
H -1.606 -4.358 -1.902  0.03
H -0.947 -2.083 -2.882  0.71
H -1.083 0.078 -0.225  -0.44
H -2.651 0.616 -1.657  0.03
H -2.758 -0.599 -4.054  0.45
H -2.164 1.066 -3.772  0.17
H -1.053 -0.288 -3.966  0.30
O -2.104 3.462 -3.952  -0.52
C -2.599 4.512 -3.591  0.92
C -2.986 5.568 -4.515  -1.09
C -3.513 6.708 -4.051  0.28
O -3.884 7.701 -4.856  -0.57
C -3.718 6.940 -2.584  1.00
O -4.184 8.004 -2.224  -0.62
C -3.353 5.875 -1.661  -0.70
C -2.829 4.733 -2.124  0.21
O -2.483 3.734 -1.306  -0.44
H -2.831 5.389 -5.569  0.46
H -4.228 8.403 -4.271  0.36
H -3.521 6.048 -0.607  0.47
H -2.125 3.008 -1.860  0.07
O -6.173 3.630 0.319  -0.60
C -6.543 2.484 0.495  0.89
C -7.856 2.138 1.021  -1.02
C -8.190 0.853 1.205  0.28
O -9.378 0.487 1.681  -0.57
C -7.239 -0.263 0.884  0.96
O -7.594 -1.408 1.090  -0.62
C -5.936 0.085 0.337  -0.57
C -5.603 1.367 0.151  0.03
O -4.418 1.730 -0.349  -0.20
H -8.532 2.949 1.250  0.43
H -9.361 -0.488 1.717  0.36
H -5.260 -0.724 0.093  0.46
H -4.421 2.707 -0.381  0.15